Below is a 6-piece molecular cluster, C48H54ClN5O12Si overall, with properties calculated with wB97M-V/def2-TZVPD.

Structure (ORCA input):
```
! RIJCOSX wB97M-V def2-TZVPD def2/J DEFGRID3
* xyz 0 1
O -5.5346 -1.7444 1.0874
H -0.9685 0.3676 -0.0833
C -1.6892 4.3852 -3.7950
H -1.0616 0.9212 2.7766
H -0.1404 -3.3612 5.7949
C 1.7046 -1.6305 -0.8258
H -12.9399 2.9175 0.8730
H 10.4371 -3.3641 -2.6052
O 7.1115 -0.7854 -0.2944
O 8.8875 -3.6249 -6.9178
H -4.7532 -0.1664 3.2494
C -2.6476 2.4271 5.5023
H 3.0508 -0.2688 3.7187
H -0.4566 -4.8229 3.3412
C -11.3201 2.0426 -0.2877
H -12.9712 1.0872 2.5318
C -2.3740 1.4764 8.1229
C 7.4355 -5.0268 -5.7723
C 1.4599 -1.7179 4.9510
H -4.6390 3.0031 6.0915
H -9.7519 -0.8826 0.4678
H 9.3216 -0.4191 -5.5355
O 9.7385 -5.0506 -5.4836
O -12.1120 4.0472 -1.1490
H 3.8746 -6.2815 -4.9083
H -1.2451 7.3213 -2.0826
H 1.9804 2.5348 1.9183
O -10.5080 3.0143 -2.2324
H -0.0767 3.3635 1.0175
O -0.0044 0.2637 8.7825
C -1.1083 1.4117 0.4423
C -1.0473 7.0806 -4.2081
C -12.2382 2.0926 0.7703
C 4.4274 -2.8671 -0.0040
N -11.3116 3.1112 -1.2939
H 0.5162 2.6747 -0.6410
H 2.1252 -1.2834 -1.8756
O -2.1828 3.5871 -1.2183
O 6.5029 0.6814 -1.8082
H 10.6745 -2.3892 -4.8732
H -4.3943 2.1724 8.4154
C -1.8071 1.1621 1.9070
C -2.8852 -0.1148 1.8508
O -7.8377 -1.9222 0.2717
C 9.9720 -1.9516 -4.1659
C -10.4185 0.9759 -0.4002
N -0.0688 0.7048 7.6261
C 3.8294 0.2152 0.7346
C -6.5231 -2.0794 0.0107
C 8.9336 -1.9494 -1.9813
C 4.8759 -5.9327 -5.1549
O -1.8851 5.6134 -0.4315
Cl -5.8584 -2.6743 -1.6512
H -9.6974 0.9269 -1.2134
H 4.0855 0.4982 1.8575
H 8.1187 -6.4602 -4.2840
C 8.1615 -0.8439 -2.3637
H 3.9621 -3.8928 -0.3512
C 2.3446 -1.2105 3.6399
H -2.7606 2.7966 4.4853
H -5.0657 0.0487 -0.0415
C -1.1188 6.2001 -5.2889
C -5.4365 -0.2484 1.0349
H 0.8397 -0.9370 -0.4300
H -1.9347 3.3351 -3.6524
H 5.2533 -3.0917 0.7945
H 1.0828 -3.9575 1.1076
H -0.6346 1.7493 5.1821
H 8.8409 -2.3899 -0.9909
C 0.2795 -3.8959 3.4221
H -4.5649 1.5017 2.3612
N 7.1906 -0.2745 -1.4216
C -1.6270 5.2739 -2.7127
H 4.9443 -2.4051 -0.9717
C 1.5390 1.6909 1.2001
H -6.5460 0.1648 1.1640
C 5.0470 -4.9440 -6.1255
H -2.5004 -1.0137 2.5140
H 2.3922 1.0783 -0.9430
N -1.9176 4.7904 -1.3576
H 4.8397 0.2957 0.1250
C 7.2675 -6.0271 -4.8048
C 2.1923 -2.0461 2.2088
C -3.7036 2.5442 6.4074
C -1.3181 1.3532 7.2100
C -10.4457 -0.0487 0.5481
Si 3.0951 -1.5759 0.5609
C 8.2994 -0.2847 -3.6411
C -4.4310 0.3437 2.2291
H 1.3627 -2.7733 -0.8477
C 9.2093 -0.8441 -4.5405
C 9.8381 -2.5018 -2.8902
H -0.9273 6.5639 -6.2970
C 6.3282 -4.4856 -6.4388
C -1.4481 1.8330 5.8994
C -11.3660 -0.0067 1.5968
C -3.5677 2.0749 7.7150
N 8.7829 -4.5332 -6.0810
H -2.2849 1.1128 9.1445
H -1.4878 4.1758 -5.9319
H 1.5115 -1.1495 5.9731
C -1.3017 6.6218 -2.9141
H -2.9420 -0.5177 0.7329
C 0.4631 -3.0243 4.8269
H -1.9148 1.9928 -0.2157
H 6.4445 -3.7123 -7.1952
H -2.4117 2.1377 2.2181
C -12.2579 1.0609 1.7108
H 5.8401 -7.2468 -3.7439
O 0.8487 0.6320 6.7950
C 1.1773 -3.3707 2.1197
H -11.3889 -0.8117 2.3294
C -1.4355 4.8562 -5.0846
H 1.2719 0.7813 1.8918
H 3.4008 2.3483 0.0514
H -0.7969 8.1259 -4.3751
C 5.9814 -6.4755 -4.4980
H 4.1808 -4.5280 -6.6351
C 0.2320 2.3550 0.4653
C 2.7760 1.3437 0.1340
H 7.7101 0.5763 -3.9494
*
```

Computed properties:
- E_HOMO: -8.14 eV
- Structure (SMILES): C[Si](C)(CCCCCCCCCOC(=O)Cl)c1ccccc1.O=[N+]([O-])c1ccccc1.O=[N+]([O-])c1ccccc1.O=[N+]([O-])c1ccccc1.O=[N+]([O-])c1ccccc1.O=[N+]([O-])c1ccccc1


Below is C48H55AgAsN6OSTe as an isolated structure, with properties calculated with wB97M-V/def2-TZVPD.

Structure (ORCA input):
```
! RIJCOSX wB97M-V def2-TZVPD def2/J DEFGRID3
* xyz 0 2
C -2.2923 -5.3252 -0.1929
C -4.3298 2.2667 2.1889
C 2.9638 0.7670 1.9120
H -4.5264 4.4463 -1.9602
C -4.4995 1.5386 -1.7413
C -0.9668 2.6334 3.6644
H 2.7594 -0.7106 -2.1203
C -0.2171 1.8025 -2.4880
H -4.0993 -4.9374 -2.4928
H -2.4305 -5.1040 -2.9954
C -0.0251 3.3535 6.1674
H 3.6107 1.2104 2.6770
H -2.8474 4.1578 -2.4832
H -1.0916 1.6387 6.8927
C -4.6347 -2.8049 0.6060
H -4.9350 -3.2690 -0.3254
H -1.3562 -0.5422 -4.6294
H -5.3154 1.0321 -3.5371
Te -1.9424 -3.2310 -0.6717
H -3.6933 -8.0806 -1.5917
C -1.0748 0.4371 -4.2629
H -4.1519 1.2068 2.3375
H -5.0162 5.9889 1.4326
C -1.2623 -5.0847 2.1265
H 3.6053 -2.6270 -0.9237
H 1.7961 6.9997 1.0196
C -5.8754 4.0934 1.9612
C -3.8786 -1.5784 2.9438
H -0.7962 3.6631 -5.2614
C 0.3200 4.1186 5.0636
H -6.4460 2.0812 2.4467
H -2.4054 -9.9856 1.0693
N 1.5548 1.1290 2.0975
H -3.5281 2.7104 -4.2371
C 3.1518 -1.8145 -0.3422
H 0.1420 1.9035 -1.4698
H 0.7746 5.9638 -0.9747
C -0.2038 4.4122 0.1416
C -3.2798 -2.5867 0.8479
Ag 0.3089 0.0618 0.3841
H 3.0375 -0.3167 1.9966
C 0.9570 5.5857 2.3900
C -5.6038 -2.4209 1.5170
H -1.1750 -2.2475 3.3065
C -0.7524 2.7958 -4.6141
H -1.9256 0.9868 4.6580
N -1.1665 -0.7220 -1.0122
H -2.0330 -7.6072 2.3065
C -3.2606 -5.6360 -2.5308
C -2.9262 -8.0054 0.4029
H -1.5327 1.4485 -6.0940
C -5.2220 -1.7992 2.6961
H -3.5771 -1.0986 3.8712
H -0.7713 -1.9365 1.6152
C -0.8305 2.2302 6.0246
C 3.4514 1.2294 0.5406
C -0.2759 2.9159 -3.3180
H -5.9665 -1.4866 3.4186
N -4.9822 1.8035 -2.9861
H 0.0607 3.8805 -2.9538
H 3.3369 2.3173 0.4955
H 4.3535 -0.3983 -1.4082
C -2.2904 -7.1986 1.3334
C -2.8880 -1.9623 2.0371
C -2.9067 -6.1397 -1.1552
C -3.2825 -9.4283 0.7357
C -0.6019 0.5536 -2.9572
H 0.3378 3.6332 7.1481
C 1.1722 6.1217 1.1289
C -1.9624 -5.8751 1.0525
C -1.4599 -1.6768 2.4182
C -0.4368 3.8825 1.4013
O 0.2063 -1.6600 -2.6086
H -0.6491 3.9511 -0.7331
H -3.5382 -6.4694 -3.1768
H -3.5428 2.7130 -0.3919
N 1.7538 -2.0577 -0.0146
C -4.3464 2.9800 -3.5662
H 1.4482 2.1398 2.0895
H -1.3341 -0.6150 2.6500
C -3.5225 4.4641 1.6176
N -3.7099 2.5804 -1.3778
C -3.2150 -7.4598 -0.8407
C -4.8244 4.9453 1.6498
C 0.5964 5.5393 0.0055
H -6.8903 4.4700 1.9781
C -0.1496 3.7637 3.8027
H 2.5573 1.3299 -1.2878
H -3.7008 -9.9419 -0.1298
H 3.7329 -1.7321 0.5805
As -1.4959 2.3103 1.8161
C -3.2704 3.1228 1.8961
H -0.8143 -4.1828 1.7174
S -4.8026 0.2044 -0.8232
H 0.9518 4.9890 5.1911
C 3.2882 -0.5483 -1.1783
H 1.4187 6.0465 3.2544
C -5.6272 2.7557 2.2326
H 1.2174 -2.1816 -0.8790
C -0.4764 -0.7193 -2.1344
C 0.1489 4.4608 2.5363
H 1.6343 -2.9114 0.5161
H -6.6503 -2.5920 1.2989
H 4.5268 1.0184 0.4593
H -0.4780 -5.6846 2.5928
N 2.7055 0.6434 -0.5626
H -2.7080 5.1382 1.3832
H -4.0203 -9.4685 1.5395
C -1.2986 1.8648 4.7688
C -1.1615 1.5514 -5.0813
H -1.9633 -4.7854 2.9106
H 1.2105 0.8116 2.9970
H -5.0679 3.5921 -4.1068
C -3.8177 3.6896 -2.3125
*
```

Computed properties:
- <S²>: 0.759
- E_HOMO (alpha / beta): -6.77 / -6.86 eV


Below is C48H55MnN3O4P2Si2 as an isolated structure, with properties calculated with wB97M-V/def2-TZVPD.

Structure (ORCA input):
```
! RIJCOSX wB97M-V def2-TZVPD def2/J DEFGRID3
* xyz 0 2
C 2.5012 -5.2839 0.4236
H 0.3660 -2.5078 2.4831
H -5.1688 -2.1007 3.7850
H -1.1377 7.4024 -1.1461
H 2.4874 0.5933 3.8805
C -1.3414 6.3666 -0.9086
H -3.6892 1.6650 -1.6153
H -4.3187 -2.6663 -0.9211
H 7.0438 -2.9070 0.9849
H -5.6172 2.5036 4.7292
C -0.7604 4.3449 0.2461
C 0.7475 -3.7296 0.0634
O -0.8866 1.3739 0.7052
C -3.7310 -0.0562 -3.9947
H -3.6614 -1.8081 5.7046
H 2.0920 2.3271 3.8743
H 2.8647 -6.2995 0.5303
H 7.1822 -2.4972 2.6953
C -2.9539 1.0729 -1.0689
C -3.5850 -2.0334 2.3244
H -0.8467 -1.7941 -3.6516
H 1.0018 4.9362 -4.4479
H -1.7323 1.8964 3.0209
O -0.6102 -0.3837 -1.5158
H 4.9805 0.7882 1.5183
C 0.4825 2.1767 -2.5604
C 2.7663 -1.2649 -2.5659
C -4.3759 -2.2821 1.1860
C -3.2572 -1.8209 4.7005
H -3.6074 3.9401 -1.5586
H -0.3011 -3.5031 -0.0883
H -2.5187 2.5309 -4.1189
C -2.4789 -0.4203 -3.5022
Mn 0.4620 -0.6322 0.4757
C 2.9102 -2.8794 0.3318
C -1.8196 -1.5214 -4.0460
C 1.6662 0.6189 1.1951
H 6.4998 -2.2597 -1.5037
C 5.5944 -2.2917 -2.1143
C -2.7256 4.4148 -1.1432
C -3.6577 -1.8917 -5.5450
H 0.9906 1.5191 -1.8645
C -0.8441 1.9288 -2.9037
C -1.4987 2.7487 -3.8211
H -5.2948 -0.5149 -5.3829
Si 4.9815 -1.7006 1.7719
H -1.8997 -3.1181 -5.4728
C -2.7959 2.0750 2.9190
N 1.5611 -2.6614 0.1613
H 2.6538 -2.2879 -2.9356
H -3.4397 0.2001 -0.6331
H 2.9156 -1.4408 3.1051
H -6.5863 2.6101 2.4645
H -4.2631 0.7932 -3.5835
C -0.4983 5.6701 -0.0528
H 0.4378 -5.8431 0.0521
H -3.1203 6.2866 -2.1026
C 1.8674 1.3651 3.4201
C 3.3573 -4.2194 0.5253
C -4.3170 -0.7924 -5.0111
H 1.8432 -0.9975 -2.0546
H 4.4158 -4.3692 0.6835
H -1.3363 4.4677 -5.0856
H 2.8728 -0.6056 -3.4333
C 6.4926 -2.8611 1.9264
C -4.9767 2.4023 3.8624
C -1.3355 -1.7416 3.2473
P -1.6171 0.4708 -2.1906
C -4.1023 -1.9864 3.6360
H -0.1074 3.7799 0.9018
H -3.1924 2.1434 5.0233
C -1.8703 3.7047 -0.3055
C -0.8334 3.8295 -4.3700
H -1.2147 -1.6133 5.3706
H 5.2451 -3.3267 -2.1251
C -1.8707 -1.7059 4.5130
H 4.2554 -1.8226 4.2134
N -1.6030 -1.9204 0.9036
H -5.4469 -2.4046 1.2888
H 2.1668 3.4687 -2.8332
C 1.1395 3.2675 -3.1074
H 5.8763 -2.0199 -3.1388
C -5.5204 2.4656 2.5878
C 5.6604 0.0613 1.9591
C -2.1909 -1.8726 2.1258
H 6.2132 -3.8824 2.1965
H 6.6352 0.1692 1.4779
C 5.0078 0.6040 -1.4608
C -2.4082 -2.2567 -5.0608
H 5.2039 0.8789 -2.5026
H 3.4885 -3.0964 3.2594
H -1.8718 -2.3512 -1.0758
O 1.8896 0.7648 -0.0103
C 1.1519 -5.0379 0.1599
O 2.1829 1.4979 2.0449
P -2.1553 2.0208 0.2787
C 3.9020 -1.8357 0.2857
H 0.5854 -1.5708 3.8234
C 3.8121 -2.0527 3.2395
C -4.7063 2.3457 1.4737
N 0.0443 -1.6783 2.9764
H 4.3402 1.3478 -1.0314
Si 4.2556 -1.1346 -1.3959
C -3.3388 2.1433 1.6387
C -2.4549 5.7374 -1.4488
C -3.6129 2.2061 4.0287
H 5.9580 0.6406 -0.9238
H 5.7861 0.3208 3.0151
H -4.1191 -2.4623 -6.3403
H -5.1375 2.4059 0.4807
C -3.7539 -2.4232 -0.0305
C -2.3704 -2.2401 -0.1209
C 0.4833 4.0924 -4.0110
H 0.3569 6.1663 0.3867
H 0.8093 1.1305 3.5508
*
```

Computed properties:
- <S²>: 1.243
- E_HOMO (alpha / beta): -4.84 / -4.84 eV


Below is C48H55N6O6S2Ta as an isolated structure, with properties calculated with wB97M-V/def2-TZVPD.

Structure (ORCA input):
```
! RIJCOSX wB97M-V def2-TZVPD def2/J DEFGRID3
* xyz 0 1
H 4.9439 -3.1467 -4.8719
C -3.3762 0.6350 -0.2266
C 1.7216 -4.7624 0.9080
C -0.5118 3.4234 -3.2833
H 4.9598 -5.6897 0.9787
H -1.0385 3.3496 -5.3338
C -1.0313 -0.6217 3.0414
H -4.3989 1.6453 -1.8552
H -4.6048 -0.4368 -4.7341
C 2.9870 0.2639 2.1121
H -3.3186 -1.8953 -3.1902
N -0.6385 1.9669 -1.5528
C 1.5093 -1.8807 4.2767
O 4.6117 -2.5198 1.1074
C -0.7553 3.2258 -0.9966
C -0.3351 3.8875 -4.6913
H -3.7865 0.9945 -4.0891
C -0.6225 4.1479 -2.1506
H -2.8979 1.4958 6.5730
H 1.9358 -9.0632 2.3572
C -2.3261 1.5811 3.1564
S -0.6538 -3.0180 -2.8004
H -0.5974 0.8322 -4.7351
C 1.1781 -1.5952 2.8337
C 0.0773 0.8734 0.4808
C 2.6208 -0.9042 -3.9396
H 3.8118 -0.3013 2.5404
C -0.5642 1.9937 -2.9310
C -2.3122 1.6751 5.6702
H 3.3369 0.6274 1.1416
C -4.0947 1.8455 -0.8264
N 2.8113 -2.4877 -0.8180
H -0.9894 -0.6925 4.1221
O -1.3708 -3.9153 -3.6159
C 4.2545 -2.5958 -4.2447
C -1.0476 3.5225 0.2928
N 2.4907 -1.2173 -2.6503
C -0.6869 0.6956 -0.8445
C -2.2218 -0.3539 -2.2114
H -4.0586 -0.2190 -0.2291
C -4.3920 4.1133 2.1165
H 0.8045 7.2286 -1.5074
C 0.8331 -0.3942 0.7552
H 1.1670 5.6865 -0.7263
O -0.5556 -1.6213 -3.5549
C 2.5730 1.4369 2.9997
S 4.0248 -3.3080 0.0113
H 1.8101 4.1988 -4.5770
H 1.9978 -0.0881 -4.2886
C 1.3252 -8.1744 2.5111
C -3.4244 -0.8299 -2.9595
C 1.1527 -5.8922 1.4667
H 0.0781 -5.9411 1.5924
H 1.2021 4.0138 -6.2252
C -0.5915 5.6339 -1.9981
C -0.6303 0.8539 -3.6572
H -2.4257 4.9239 2.4310
H 1.0437 -2.8371 4.5312
C -3.6883 -0.0778 -4.2650
H -1.2975 5.9340 -1.2198
N 0.0464 -0.2606 -1.6473
C -0.2682 -1.4970 2.3500
C -1.3646 2.6068 1.3929
H -0.5921 4.9457 -4.7666
C -2.1615 0.2427 -1.0195
H -3.4281 0.2887 4.4430
H 1.5153 5.9064 -2.4380
H 1.0536 -3.9458 0.6535
C -3.1084 1.3330 4.4098
H 1.0236 -1.1259 4.8995
O 0.7527 -3.3625 -2.4413
Ta 0.7063 -1.9054 -0.7450
H -1.4016 1.0772 5.7334
H 1.3562 2.6072 -5.1696
C 4.0981 -2.9610 -2.9257
C 3.3180 -6.8697 1.6863
H -2.8753 -0.2214 -4.9772
H 3.3639 2.1844 3.0608
H -3.4457 2.7216 -0.8375
C 1.9455 -6.9645 1.8716
H -4.0248 1.9280 4.3908
H 0.3323 -8.3676 2.1070
H 1.6766 1.9356 2.6238
H 0.7818 1.6983 0.3325
H -4.3169 4.0821 1.0299
H -1.1681 4.5734 0.5235
C -3.0059 4.0565 2.7559
C 3.0945 -4.6673 0.7295
H -4.2939 -0.7481 -2.3058
C 3.1936 -2.2251 -2.1525
H 3.5985 -1.2464 -5.8109
H 1.2193 -8.0290 3.5881
C 1.0911 3.6643 -5.1990
H -0.9402 6.1014 -2.9212
H -3.1026 4.1531 3.8407
H 3.9532 -7.6965 1.9795
H 2.3489 1.1008 4.0139
C 3.5051 -1.5464 -4.7776
H -5.0010 3.2625 2.4266
H 3.5330 -2.5171 3.8278
C -1.4967 0.6612 2.5331
H 4.6329 -3.8027 -2.5159
H -3.1394 0.8208 0.8156
C 3.0007 -1.9458 4.5878
O -1.1878 -2.6965 -1.4231
H -4.9865 2.0947 -0.2508
C 1.8338 -0.6612 1.8755
C 3.8870 -5.7387 1.1208
N -0.8786 1.3255 1.4818
H -4.9181 5.0272 2.3957
O 2.0654 -2.0961 1.8506
H 3.4481 -0.9532 4.6327
N -0.1711 -1.4415 0.9428
C -2.2471 2.8016 2.4470
H 3.1610 -2.4193 5.5564
C -0.8262 -0.3838 -2.8097
C 0.8055 6.1476 -1.6461
H -2.0091 2.7229 5.6641
*
```

Computed properties:
- E_HOMO: -6.70 eV


Max |F| across the listed records, respectively: 0.1886, 0.0116, 0.0206, 0.0388 Eh/bohr.